Entry 1:
DFT (ωB97M-V/def2-TZVPD) results for a single C7H8N2 molecule in a non-equilibrium geometry.

```
17
Properties=species:S:1:pos:R:3:forces:R:3
C -1.29918 -1.46760 0.29026 -2.4 0.5 -0.2
C -1.55384 -1.11192 -1.00252 -2.0 0.6 0.5
C 1.27087 -1.51287 1.38035 -2.5 2.0 -3.4
C 0.10675 -1.69001 0.30257 3.3 0.7 2.1
C -0.37891 -1.19332 -1.80705 -0.6 0.5 -3.4
C 0.89751 -0.46407 0.61372 1.5 -0.6 4.5
C -0.00914 1.78437 -0.01262 -0.3 3.0 0.6
N 0.48682 -1.80006 -1.08922 1.5 -0.9 0.6
N 1.07741 0.87059 0.39830 -0.4 1.2 -0.1
H -2.00916 -1.48076 1.15417 1.0 0.2 -0.8
H -2.43422 -0.56983 -1.41311 0.4 -1.0 0.6
H 1.96385 -1.97253 2.02649 0.4 -0.5 0.5
H -0.46594 2.43226 0.81897 0.8 -1.4 -0.3
H 0.16550 2.64877 -0.74552 1.1 -1.6 0.6
H -0.83648 1.32456 -0.45577 -0.9 -1.3 -0.5
H 1.49797 -1.71832 -1.20089 -0.4 -0.3 -0.6
H 1.70341 1.34664 1.06898 -0.4 -0.9 -0.7
```
Forces are in eV/Å.

As for the largest force on an atom: 4.8 eV/A. The relative energy (zero: lowest compared OMol25 entry of this formula, charge and spin) is 141.2 kcal per mole. For the electronic energy, the calculation gives -380.79871 hartree. The calculation puts the gap between HOMO and LUMO at 8.144 eV.

Atomic partial charges in e from the natural (NBO) method, atoms 1 to 5: atom 1 (C): -0.168, atom 2 (C): -0.332, atom 3 (C): -0.330, atom 4 (C): 0.013, atom 5 (C): -0.009

Entry 2:
DFT (ωB97M-V/def2-TZVPD) results for 4 unconnected molecules or ions with the total composition C3H15NO3 in a non-equilibrium geometry.

```
22
Properties=species:S:1:pos:R:3:forces:R:3
C -1.17800 0.83318 -0.41396 0.5 -0.9 0.4
C -1.15308 -0.71192 -0.32768 0.4 -0.4 -0.5
C -2.58058 -1.25125 -0.07214 0.9 1.0 0.7
N -0.44795 -1.27490 -1.50109 0.7 0.1 0.9
H -1.98873 1.29817 -0.96116 -0.5 -0.2 0.1
H -1.11995 1.08224 0.63556 -0.4 1.0 0.0
H -0.27122 1.20098 -0.88752 0.2 -0.1 0.0
H -0.51819 -0.95173 0.55552 -0.3 0.1 -0.6
H -2.99377 -0.75281 0.81210 -0.2 0.5 -0.4
H -3.16771 -1.09860 -0.95639 -0.6 0.2 -0.3
H -2.64738 -2.26078 0.24147 0.4 -1.4 -0.2
H -0.95103 -1.34826 -2.35716 -0.5 -0.1 -0.3
H 0.19067 -2.05717 -1.35883 -0.7 0.3 0.1
H 3.18165 0.30715 0.50323 -0.1 -0.5 0.4
H 2.96409 -0.25398 1.98863 0.0 -0.2 -0.3
O 3.03312 0.52819 1.44159 0.1 0.8 0.0
H 1.88578 0.37306 -1.14848 -0.2 -0.2 -0.2
H 3.22361 0.99186 -1.54775 0.0 0.0 -0.1
O 2.82150 0.16267 -1.26706 0.1 0.2 0.0
H 1.26519 1.67174 1.73850 0.0 0.3 0.4
H -0.01103 2.10093 2.67582 0.6 0.4 -0.3
O 0.46302 1.41122 2.20682 -0.5 -0.9 0.2
```
Forces are in eV/Å.

As for the largest force on an atom: 1.5 eV/A. The relative energy (zero: lowest compared OMol25 entry of this formula, charge and spin) is 21.5 kcal per mole. For the electronic energy, the calculation gives -403.75293 hartree. The calculation puts the gap between HOMO and LUMO at 9.557 eV.

Atomic partial charges in e from the natural (NBO) method, atoms 1 to 5: atom 1 (C): -0.627, atom 2 (C): -0.039, atom 3 (C): -0.621, atom 4 (N): -0.890, atom 5 (H): 0.199

Entry 3:
DFT (ωB97M-V/def2-TZVPD) results for 10 unconnected molecules or ions with the total composition C36H54O31S in a non-equilibrium geometry.

```
122
Properties=species:S:1:pos:R:3:forces:R:3
S 0.10747 0.34209 0.17315 2.3 -4.5 -4.1
O 0.87247 -0.93391 0.10515 0.5 -0.5 -0.4
O -1.00753 0.05409 0.98715 -4.3 0.6 3.6
O 1.03247 1.31309 0.64515 1.9 3.9 1.9
O -0.37553 0.69109 -1.18385 -0.4 0.9 -1.0
C 2.87347 3.54309 -1.19485 1.9 0.9 1.5
C 2.91947 2.29109 -2.02785 -2.8 -1.0 1.7
C 1.79047 2.18009 -3.03285 -0.9 6.8 1.4
O 2.52247 2.45509 -4.20885 -3.6 2.2 -2.7
C 3.76247 2.45409 -3.98485 5.7 -1.7 -8.6
O 4.67847 2.35709 -4.85185 -2.7 1.5 1.2
O 4.06047 2.18109 -2.83485 1.9 -0.2 7.1
H 3.97347 3.52509 -0.83085 -1.5 0.9 -0.4
H 2.28147 3.42009 -0.16885 0.6 0.3 -2.7
H 2.69047 4.50909 -1.87985 0.2 -2.1 1.9
H 2.86347 1.37109 -1.46285 0.1 0.1 0.9
H 0.77147 2.94809 -2.82085 3.3 -2.2 -0.8
H 1.49847 1.28509 -3.22485 -2.6 -5.8 -0.2
C -4.87953 -0.60191 2.85415 -2.8 5.2 -0.6
C -3.42153 -0.70991 3.02715 -1.2 1.6 2.9
C -2.83653 0.43809 3.82915 6.0 -7.1 0.2
O -2.65753 -0.09591 5.16915 0.9 7.7 0.2
C -2.93153 -1.27691 5.15415 -1.6 -9.0 6.2
O -2.95553 -2.08191 6.13715 0.7 2.9 -2.0
O -3.36353 -1.73191 4.05615 0.0 -2.0 -4.8
H -5.45253 -0.43691 3.79215 0.9 -0.7 0.0
H -5.27053 -1.41691 2.36415 -1.0 -1.8 -1.2
H -5.33453 0.42209 2.31215 1.8 -2.6 0.6
H -2.79853 -0.79291 2.18415 0.6 -1.1 -1.3
H -3.01753 1.34109 3.67515 -3.7 7.9 -0.1
H -1.76453 0.59509 3.52615 -0.4 -0.9 -0.2
C 0.64847 2.72609 3.83715 -1.9 -0.4 -1.0
C 0.64947 3.70209 2.64815 0.8 -2.8 2.0
C -0.52553 3.55109 1.69815 -0.1 -1.1 -0.6
O -1.32253 4.63909 2.09715 -3.5 -1.7 -2.3
C -0.71653 5.46609 2.79615 3.4 2.0 4.0
O -1.10653 6.51709 3.18515 -0.2 0.9 0.0
O 0.52047 4.91309 3.25415 -2.0 3.8 -1.0
H -0.42853 2.89909 4.32815 2.4 -1.0 -0.8
H 1.45647 2.91009 4.57015 -0.5 0.0 -0.5
H 0.79847 1.79109 3.24615 -0.5 -0.2 1.3
H 1.59847 3.62809 2.16515 0.6 0.0 -0.7
H -1.17853 2.61309 1.71315 1.4 1.1 0.0
H -0.19753 3.84009 0.70815 0.0 -0.8 -0.5
C 4.38647 2.11509 2.09715 2.3 -2.2 3.9
C 4.12747 0.69409 1.81315 -2.2 -0.1 -0.2
C 4.80847 0.33109 0.50515 -3.7 -6.8 1.2
O 5.95047 -0.35291 0.94215 1.7 0.3 -1.4
C 5.92747 -0.54091 2.26515 9.7 -5.5 -1.9
O 6.87247 -1.16591 2.82515 -2.7 2.1 -1.3
O 4.89347 -0.19291 2.73215 -8.4 3.8 4.2
H 5.29747 2.41609 1.75015 2.8 0.7 -1.1
H 4.41047 2.39709 3.14715 0.2 -0.8 0.7
H 3.76847 2.82209 1.85115 -4.3 3.2 -2.6
H 2.98547 0.53109 1.91015 2.0 -0.5 -0.4
H 5.02847 0.99309 -0.17585 1.4 4.4 -2.9
H 4.15647 -0.44291 -0.15285 1.0 1.4 1.7
C 2.44347 -2.52891 2.69515 1.3 4.1 2.2
C 1.28547 -1.95991 3.42615 -0.2 2.0 -0.8
C -0.12853 -2.41891 2.87915 0.9 3.9 4.2
O -0.32453 -3.51091 3.74515 -0.6 -1.1 0.9
C 0.39547 -3.40491 4.96915 -0.5 1.1 -3.8
O 0.20147 -4.11491 5.88515 0.4 0.2 0.6
O 1.31147 -2.41391 4.74415 -0.7 -1.1 2.7
H 2.51647 -1.96491 1.85115 -0.3 0.3 -3.6
H 2.48547 -3.49991 2.80015 -0.3 -5.4 -0.9
H 3.43347 -2.27391 3.09215 -0.3 0.5 1.1
H 1.40247 -0.83491 3.45215 -0.4 -1.1 0.0
H 0.01647 -2.59691 1.84215 -0.8 -0.4 -0.9
H -0.86053 -1.44391 3.26515 1.6 -3.0 -1.8
C -4.55053 -2.76791 -0.51985 -0.7 -2.6 -0.8
C -3.22353 -3.28191 -1.20885 -1.2 4.8 -1.3
C -1.96353 -2.94991 -0.34385 -0.8 0.1 -3.5
O -1.59753 -4.21591 -0.03485 3.5 -2.3 0.9
C -2.35953 -5.11491 -0.53085 1.6 -6.0 1.2
O -2.16753 -6.30891 -0.32885 -0.6 1.4 -0.5
O -3.33753 -4.64091 -1.21785 -1.1 -0.7 -1.7
H -4.78653 -1.83291 -0.91985 -0.2 2.1 0.3
H -4.52753 -2.90391 0.60415 0.2 0.6 -1.3
H -5.49053 -3.37191 -0.86085 1.9 0.6 0.4
H -2.90853 -2.79991 -2.33385 -1.7 -1.7 3.0
H -2.12153 -2.70891 0.63315 -0.8 3.3 2.1
H -1.22653 -2.46591 -1.01585 -0.1 0.3 1.3
C 2.37747 -1.86291 -2.88985 -0.7 -2.7 -6.6
C 3.85647 -2.22091 -2.82885 -3.7 -2.9 -0.3
C 4.31247 -2.95091 -1.62085 -15.3 -6.1 -3.6
O 4.49047 -4.28291 -2.01885 0.1 -0.8 0.2
C 4.41747 -4.36591 -3.36685 1.5 -0.3 0.0
O 4.78847 -5.33191 -3.98585 -1.0 1.0 0.3
O 4.05247 -3.17191 -3.85985 0.9 -0.6 -1.4
H 1.60547 -2.72591 -3.00185 1.8 1.0 0.9
H 2.01447 -1.25391 -3.83985 1.5 -1.1 1.3
H 2.17147 -1.23491 -2.19685 -1.9 3.7 5.3
H 4.54447 -1.50291 -2.77585 2.2 3.9 -1.6
H 3.45847 -2.83091 -0.77285 1.3 -0.8 -1.8
H 4.96447 -2.62191 -1.17185 13.0 5.7 7.3
C -3.30553 3.77909 -1.37685 1.3 0.5 3.7
C -3.33453 2.17909 -1.62385 1.4 3.5 -2.2
C -3.39653 1.35109 -0.43485 -4.2 3.2 0.4
O -4.79853 0.93709 -0.39085 0.1 0.6 1.3
C -5.36053 1.22809 -1.57185 -4.4 -4.1 3.0
O -6.46653 0.75209 -1.84885 2.0 1.5 -0.2
O -4.59053 1.93709 -2.24285 1.6 2.3 -4.4
H -3.51853 4.56409 -2.22685 0.9 -2.1 1.4
H -2.22753 3.97409 -0.63885 -3.0 -0.3 -2.9
H -4.08653 4.04109 -0.52785 1.2 -0.7 -1.8
H -2.49953 1.86509 -2.32185 -1.0 0.4 0.8
H -2.98953 1.70809 0.44415 0.0 1.7 2.1
H -2.97653 0.51009 -0.42885 4.2 -6.8 -1.2
C -2.18653 1.23809 -5.30685 -1.6 3.2 -3.5
C -1.59653 0.26509 -4.48085 0.0 -1.9 4.7
C -2.63653 -0.84691 -3.90185 3.1 1.5 4.4
O -2.00853 -2.07691 -4.26085 -1.2 0.8 -0.8
C -1.05353 -1.79291 -5.15085 3.4 -4.6 -1.4
O -0.42953 -2.68791 -5.73485 -1.8 2.1 1.1
O -0.67653 -0.53791 -5.21585 -0.7 0.9 0.0
H -2.89353 0.81309 -6.04385 0.4 0.0 0.1
H -1.42753 1.79309 -5.86485 0.3 -0.4 -0.3
H -2.72453 2.11309 -4.93685 -0.2 -0.5 1.2
H -1.05753 0.68709 -3.53585 -0.6 -0.7 -1.7
H -3.70653 -0.77491 -3.93685 -0.5 -0.1 -1.4
H -2.46353 -0.76791 -2.71885 -0.4 -0.1 -2.2
```
Forces are in eV/Å.

As for the largest force on an atom: 16.8 eV/A. The relative energy (zero: lowest compared OMol25 entry of this formula, charge and spin) is 161.0 kcal per mole. As for the net charge: -2. For the electronic energy, the calculation gives -4134.47506 hartree. The calculation puts the gap between HOMO and LUMO at 7.460 eV.

Atomic partial charges in e from the Löwdin method, atoms 1 to 5: atom 1 (S): 0.110, atom 2 (O): -0.406, atom 3 (O): -0.359, atom 4 (O): -0.364, atom 5 (O): -0.393

Entry 4:
DFT (ωB97M-V/def2-TZVPD) results for a single C5H6FNOS2 molecule in a non-equilibrium geometry.

```
16
Properties=species:S:1:pos:R:3:forces:R:3
C -2.03739 -0.09026 0.88104 6.8 2.5 1.6
C -0.63133 0.59694 0.78883 -7.4 -2.4 -1.5
C -1.33832 -0.16545 3.20433 0.5 1.0 -3.6
C 1.30499 1.46577 -0.43266 1.4 -0.6 -2.6
C -0.17871 1.06380 -0.58903 2.4 -0.8 0.7
N -2.23360 -0.45494 2.18758 -0.4 0.3 0.3
O -0.84470 2.04760 -1.30339 -1.7 -0.9 -0.4
F -0.22908 -0.09933 -1.39115 0.0 0.2 0.0
S -1.57024 -0.47491 4.73778 0.1 -0.2 1.9
S 0.10677 0.70890 2.31550 -1.6 -0.9 1.1
H -2.67594 -0.58276 0.19005 -0.2 0.3 -1.0
H 1.45094 2.41552 0.00046 -0.4 1.1 1.0
H 2.01871 0.75254 0.06155 -1.3 0.3 -0.3
H 1.75308 1.66358 -1.46584 -0.8 -0.6 1.1
H -3.18339 -0.74035 2.43050 0.7 -0.2 0.4
H -1.62136 1.62721 -1.81279 1.7 0.8 1.4
```
Forces are in eV/Å.

As for the largest force on an atom: 7.9 eV/A. The relative energy (zero: lowest compared OMol25 entry of this formula, charge and spin) is 20.6 kcal per mole. For the electronic energy, the calculation gives -1220.30137 hartree. The calculation puts the gap between HOMO and LUMO (alpha / beta) at 7.750 / 7.751 eV.

Atomic partial charges in e from the natural (NBO) method, atoms 1 to 5: atom 1 (C): -0.009, atom 2 (C): -0.337, atom 3 (C): -0.114, atom 4 (C): -0.677, atom 5 (C): 0.574

Entry 5:
DFT (ωB97M-V/def2-TZVPD) results for a molecular structure, C27H25BN4O3ReS6Sb in a non-equilibrium geometry.

```
68
Properties=species:S:1:pos:R:3:forces:R:3
Re -0.82666 2.25236 0.27002 -0.6 2.0 1.4
S -0.38010 2.29204 2.49648 0.3 0.1 -1.3
C 1.34208 2.02822 2.40250 -1.0 -0.2 -0.9
N 2.01134 2.06714 3.55422 0.8 0.1 1.0
N 3.20359 1.66634 3.72820 -0.7 0.3 -0.2
C 4.04864 0.85001 2.96124 0.7 -0.5 -0.5
C 5.42020 0.96052 3.21317 -0.3 0.2 0.1
C 6.30721 0.14514 2.54047 0.1 -0.1 -0.1
C 5.83055 -0.80429 1.64530 0.0 0.1 0.1
C 4.46129 -0.93456 1.42224 0.0 0.0 0.0
C 3.56501 -0.10753 2.06427 -0.1 -0.1 0.2
N 1.92991 1.91508 1.22421 0.3 0.3 0.2
N 1.21063 2.01320 0.15617 -0.9 -0.2 0.7
C 1.98581 1.90853 -1.02845 0.5 -0.2 -0.7
C 3.37075 2.12916 -0.99185 -0.2 0.1 0.2
C 4.11671 2.00694 -2.14481 0.0 0.0 -0.1
C 3.50981 1.63197 -3.33846 0.0 0.0 0.0
C 2.14665 1.38395 -3.37109 0.1 0.0 -0.1
C 1.38293 1.53601 -2.22940 -0.1 0.1 0.4
H 3.57875 1.96787 4.62314 0.0 -0.1 0.1
H 5.77847 1.69974 3.92110 0.0 0.0 0.0
H 7.36853 0.24048 2.72201 0.0 0.0 0.0
H 6.52456 -1.45577 1.13195 0.0 0.0 0.0
H 4.09626 -1.69967 0.75065 0.0 0.0 0.0
H 2.50339 -0.23338 1.90253 0.1 -0.1 0.0
H 3.84107 2.41440 -0.06357 0.0 0.0 0.0
H 5.17925 2.20621 -2.11721 0.0 0.0 0.0
H 4.09917 1.53152 -4.23990 0.0 0.0 0.0
H 1.67358 1.07240 -4.29211 0.0 0.0 0.0
H 0.32883 1.31103 -2.25571 0.0 0.0 0.0
S -0.04143 4.41719 -4.29173 -0.9 0.0 0.8
Sb -1.63683 4.67820 -2.74998 -0.3 0.4 -0.5
S -2.29376 1.83107 -2.04038 0.1 -0.3 0.0
S -0.69247 4.40822 -0.49301 0.1 -0.6 0.0
S -3.71866 5.49695 -2.51655 1.1 -0.3 -0.2
C -4.52384 -4.24879 0.47891 0.0 -0.1 0.0
C -4.34328 -2.78638 0.22178 0.1 0.1 0.0
C -4.04154 -1.90109 1.25662 0.0 0.0 -0.1
C -3.85310 -0.55259 1.00842 0.0 0.1 0.1
C -3.97793 -0.09996 -0.29795 0.2 0.3 -0.1
C -4.25618 -0.95416 -1.35864 -0.1 0.1 -0.1
C -4.44581 -2.29221 -1.08361 0.0 0.0 0.0
S -3.64255 1.60823 -0.60119 -0.3 -0.3 -0.7
C -5.15780 2.46061 -0.96748 0.1 -0.1 0.1
O -3.04371 2.18140 0.62962 0.8 0.1 0.7
H -4.64522 -4.46457 1.53822 0.0 0.0 0.0
H -3.64943 -4.79348 0.11747 0.0 0.0 0.0
H -5.39029 -4.63331 -0.05896 0.0 0.0 0.0
H -3.95761 -2.26712 2.27149 0.0 0.0 0.0
H -3.62475 0.13629 1.81103 0.0 -0.1 0.0
H -4.31804 -0.58072 -2.37404 0.0 -0.1 0.0
H -4.66936 -2.97524 -1.89325 0.0 0.0 0.0
H -5.80161 2.36351 -0.09257 0.0 -0.1 0.0
H -5.61083 1.99087 -1.84070 0.1 -0.1 0.0
H -4.91054 3.50416 -1.17059 0.2 0.0 0.0
O -0.24960 -0.71439 1.10630 0.1 0.1 0.4
B -0.63462 0.11762 0.06898 0.0 -1.1 -0.6
O -0.82605 -0.61298 -1.08915 0.0 0.0 -0.2
C -0.54304 -1.92426 -0.76756 0.1 -0.1 0.4
C -0.55469 -3.04005 -1.57542 0.0 0.2 0.0
C -0.23096 -4.24560 -0.96180 0.0 -0.1 0.0
C 0.08596 -4.31541 0.39318 0.0 -0.1 0.0
C 0.10566 -3.18100 1.19711 0.0 0.2 0.1
C -0.20834 -1.99049 0.57785 -0.1 -0.2 -0.4
H -0.78557 -2.96925 -2.62979 0.0 0.0 0.0
H -0.21587 -5.14900 -1.55699 0.0 0.0 0.0
H 0.33368 -5.27367 0.82966 0.0 0.0 0.0
H 0.36184 -3.22364 2.24737 0.0 0.0 0.0
```
Forces are in eV/Å.

As for the largest force on an atom: 2.5 eV/A. The relative energy (zero: lowest compared OMol25 entry of this formula, charge and spin) is 10.6 kcal per mole. As for the net charge: +2. For the electronic energy, the calculation gives -4220.58329 hartree. The calculation puts the gap between HOMO and LUMO (alpha / beta) at 5.124 / 5.389 eV.

Atomic partial charges in e from the natural (NBO) method, atoms 1 to 5: atom 1 (Re): 0.500, atom 2 (S): 0.308, atom 3 (C): 0.056, atom 4 (N): -0.071, atom 5 (N): -0.151

The highest largest force on an atom belongs to which entry? C36H54O31S

Among the records above, which one has the highest relative energy (zero: lowest compared OMol25 entry of this formula, charge and spin)? C36H54O31S

Which of these has the lowest relative energy (zero: lowest compared OMol25 entry of this formula, charge and spin)? C27H25BN4O3ReS6Sb

Which formula does entry 2 have? C3H15NO3